Entry 1:
# C29H32NO2RhS4SiTe

A molecular structure, C29H32NO2RhS4SiTe (ωB97M-V with the def2-TZVPD basis set, OMol25).

Geometry as XYZ:
```
71
Properties=species:S:1:pos:R:3:lowdin_spin:R:1
Rh -0.6871 -2.5196 0.7550 0.129
O -2.0802 -7.4834 5.1779 0.000
C -1.8186 -6.6080 4.3925 0.000
S -1.9083 -6.8001 2.6342 -0.001
C -1.3983 -5.1714 2.2378 0.007
C -1.1329 -4.3549 3.2420 0.009
S -0.5748 -2.7193 3.0150 0.050
S -1.3082 -4.9780 4.8686 0.001
S -1.2306 -4.7137 0.5655 0.073
C 4.6938 5.0186 0.9520 0.000
C 3.5887 4.0017 0.8144 0.001
C 3.7722 2.8301 0.0921 0.000
C 2.7517 1.8908 -0.0428 0.003
C 3.0173 0.6601 -0.8699 0.004
C 1.4994 2.1038 0.5632 0.004
Te -0.0500 0.4608 0.7007 0.125
N -2.0084 -0.7203 0.9810 0.448
C -2.7717 -1.0287 -0.0611 0.037
O -2.6535 -2.1498 -0.6172 0.043
C -3.7802 -0.0391 -0.5748 0.013
C -4.6253 -0.4122 -1.6107 0.001
C -5.5551 0.4914 -2.1092 0.001
C -5.6338 1.7726 -1.5768 -0.002
C -4.7705 2.1544 -0.5570 0.000
C -3.8484 1.2465 -0.0539 0.001
C -0.4063 0.5247 -1.3930 0.007
C -0.3921 -0.6834 -2.0869 -0.001
C -0.6545 -0.7421 -3.4486 0.000
C -0.9327 0.4281 -4.1348 0.001
C -0.9785 1.6301 -3.4453 0.000
C -0.7312 1.7060 -2.0757 0.003
C -0.8736 3.0420 -1.3969 0.004
C 1.3139 3.2868 1.2951 0.002
C 0.0068 3.6608 1.9664 0.006
C 2.3510 4.2147 1.3969 0.000
H 5.6323 4.6329 0.5527 0.000
H 4.8544 5.2886 1.9976 0.000
H 4.4529 5.9370 0.4110 0.000
H 4.7379 2.6356 -0.3671 0.000
H 4.0712 0.5920 -1.1461 0.000
H 2.4239 0.6708 -1.7886 0.000
H 2.7531 -0.2467 -0.3269 0.003
H -4.5331 -1.4127 -2.0130 0.000
H -6.2189 0.1962 -2.9125 0.000
H -6.3692 2.4727 -1.9545 0.000
H -4.8200 3.1566 -0.1494 0.000
H -3.1741 1.5249 0.7474 0.001
H -0.1692 -1.6064 -1.5675 -0.003
H -0.6400 -1.6973 -3.9579 0.000
H -1.1334 0.4063 -5.1995 0.000
H -1.2333 2.5415 -3.9758 0.000
H -1.5241 3.6908 -1.9858 0.000
H 0.0919 3.5352 -1.2764 0.000
H -1.3084 2.9317 -0.4029 0.003
H -0.7000 2.8369 1.9915 0.005
H -0.4663 4.4923 1.4364 0.000
H 0.1801 3.9840 2.9950 0.000
H 2.1791 5.1306 1.9590 0.000
C 2.0191 -4.7737 1.0022 0.004
Si 1.5602 -3.0166 0.5781 0.012
C 2.5915 -2.0314 1.8023 0.002
C 2.3044 -2.7565 -1.1211 0.000
H 3.1034 -4.8868 0.8787 0.000
H 1.5162 -5.4961 0.3574 0.001
H 1.7558 -5.0099 2.0367 0.000
H 3.6319 -1.9782 1.4613 0.000
H 2.5657 -2.5456 2.7663 0.001
H 2.2368 -1.0155 1.9711 0.002
H 3.3918 -2.7567 -0.9941 0.000
H 2.0135 -1.8355 -1.6250 0.000
H 2.0330 -3.5907 -1.7764 0.000
```

Summary:
electronic energy	-97699.8200	eV
2S+1	2
net charge	-1
M	813.440	g mol⁻¹

=====

Entry 2:
# C29H33BN11O5S3Sn

A molecular structure, C29H33BN11O5S3Sn (ωB97M-V with the def2-TZVPD basis set, OMol25).

Geometry as XYZ:
```
83
Properties=species:S:1:pos:R:3:lowdin_spin:R:1
Sn 0.4624 -0.7670 -0.2719 0.238
C 0.9120 -0.4673 3.8964 0.001
C 0.1100 -0.4769 2.7542 0.024
N 0.6360 0.2839 1.8069 0.092
N 1.7838 0.7657 2.2852 0.007
C 2.0030 0.3471 3.5521 0.015
B 2.9172 1.1320 1.2741 0.002
N 2.2783 1.8878 0.0819 0.004
C 2.4843 3.1411 -0.4045 0.001
C 1.7434 3.3132 -1.5251 0.001
C 0.9728 2.1543 -1.5982 0.001
N 1.3266 1.2992 -0.6866 0.042
N 3.4898 -0.2497 0.6515 0.004
C 4.7695 -0.6267 0.3748 0.001
C 4.6975 -1.7602 -0.3893 0.001
C 3.3406 -2.0956 -0.4521 0.000
N 2.6468 -1.1194 0.1690 0.051
N 3.9240 2.0151 2.1015 0.000
C 3.5854 2.9248 3.0030 0.000
C 4.6993 3.5991 3.4136 0.000
C 5.7324 3.0898 2.5856 0.000
N 5.2617 2.1467 1.7892 0.000
H 0.8285 -0.9003 4.9064 0.000
H -0.7849 -1.0322 2.5155 0.004
H 2.8357 0.6172 4.1604 0.002
H 3.1134 3.9347 -0.0383 0.000
H 1.5157 4.2448 -2.0125 0.000
H 0.1745 1.9330 -2.2831 0.000
H 5.6098 -0.0318 0.6069 0.000
H 5.4963 -2.3910 -0.7883 0.000
H 2.8222 -2.8702 -0.9952 -0.001
H 2.5327 3.0286 3.3172 0.000
H 4.7950 4.3948 4.0778 0.000
H 6.7288 3.3958 2.5344 0.000
O -0.1338 -3.4396 1.7236 0.004
S 1.0499 -4.0711 2.3328 0.001
C 0.9613 -5.7495 1.6819 0.000
C -0.3221 -6.3115 2.2303 0.000
C -0.2998 -6.0039 3.7248 0.000
C 0.6375 -4.8435 3.9539 0.000
H 1.8715 -6.2656 1.9986 0.000
H 1.0416 -5.6571 0.6054 0.001
H -0.4429 -7.3787 2.1695 0.000
H -1.1937 -5.8992 1.7698 0.000
H 0.0268 -6.8157 4.3489 0.000
H -1.2402 -5.7107 4.1007 0.000
H 1.5717 -5.1799 4.2709 0.000
H 0.2979 -4.0708 4.6755 0.000
O 0.7438 -0.9343 -2.4384 0.031
S 0.1538 -2.3105 -2.9269 0.023
O -1.0584 -2.0005 -3.6970 0.002
O 1.1847 -3.1573 -3.5175 0.003
S -0.3713 -3.1931 -1.0462 0.335
C -1.9766 4.8753 -0.7822 0.000
C -2.6701 4.0667 -1.8365 0.000
C -4.0508 3.8341 -1.6847 0.000
C -4.7259 2.9592 -2.5512 0.000
C -4.0718 2.2969 -3.5794 0.000
N -4.7435 1.3875 -4.4849 0.000
C -4.2075 0.1026 -4.7537 0.000
O -4.2327 -0.4099 -5.8744 0.000
N -3.6457 -0.6373 -3.7001 0.000
C -3.5309 -0.3064 -2.3265 0.001
C -4.5686 -0.1353 -1.4143 0.004
C -4.2251 0.2719 -0.1357 0.002
C -2.9002 0.4340 0.2355 0.010
N -1.8811 0.2222 -0.6191 0.083
C -2.2160 -0.0696 -1.8760 0.007
C -2.7294 2.6040 -3.7894 0.000
C -2.0764 3.4759 -2.9316 0.000
H -0.9584 5.0680 -1.0913 0.000
H -1.8741 4.2770 0.0996 0.000
H -2.4936 5.8318 -0.5177 0.000
H -4.5737 4.3064 -0.8251 0.000
H -5.8123 2.8473 -2.4852 0.000
H -4.9452 1.7758 -5.3992 0.000
H -3.0042 -1.3142 -3.9853 0.000
H -5.6163 -0.3305 -1.6836 0.000
H -4.9813 0.4372 0.6323 0.000
H -2.5924 0.6682 1.2753 0.001
H -1.4444 -0.1804 -2.6527 0.000
H -2.1368 2.0805 -4.5282 0.000
H -1.0376 3.6928 -3.1076 0.000
```

Summary:
electronic energy	-96252.3680	eV
2S+1	2
net charge	0
M	841.379	g mol⁻¹

=====

Entry 3:
# C29H33Br2N3NaOS5

A molecular structure, C29H33Br2N3NaOS5 (ωB97M-V with the def2-TZVPD basis set, OMol25).

Geometry as XYZ:
```
74
Properties=species:S:1:pos:R:3:lowdin_charge:R:1
Na -0.2037 -1.2719 -0.7007 0.139
C 2.7516 -2.1652 2.5577 -0.054
C 1.8075 -3.3405 2.8375 -0.370
C 0.9049 -3.0050 4.0211 -0.077
C 1.0413 -3.7297 1.5810 -0.199
C -0.3451 -3.6888 1.5032 -0.043
C -1.0082 -4.0294 0.3273 -0.044
C -0.3139 -4.3993 -0.8205 -0.296
C -1.0179 -4.7251 -2.1096 -0.067
C 1.0806 -4.4268 -0.7464 -0.066
C 1.7402 -4.1132 0.4314 -0.036
H 3.2770 -1.8669 3.4698 0.078
H 2.1858 -1.3066 2.1929 0.066
H 3.4988 -2.4142 1.8017 0.070
H 2.4209 -4.2055 3.1162 0.134
H 0.2858 -2.1277 3.8045 0.067
H 1.5091 -2.7740 4.9017 0.076
H 0.2401 -3.8349 4.2718 0.080
H -0.9305 -3.3465 2.3457 0.101
H -2.0900 -3.9511 0.2874 0.117
H -2.0419 -4.3521 -2.1032 0.054
H -1.0388 -5.8058 -2.2825 0.076
H -0.5064 -4.2440 -2.9451 0.051
H 1.6485 -4.6691 -1.6374 0.108
H 2.8253 -4.1444 0.4529 0.109
C 3.0968 0.6788 -1.3121 -0.045
C 2.5043 1.1441 -0.0125 -0.315
C 3.1131 2.2076 0.6947 -0.024
C 2.5852 2.6290 1.8807 -0.048
C 1.4258 2.0039 2.3877 -0.217
C 0.7792 2.3848 3.5940 -0.656
Br 1.4681 3.8060 4.6610 0.702
C -0.3513 1.7378 4.0076 -0.207
C -0.8898 0.6983 3.2471 -0.626
Br -2.4880 -0.1381 3.8478 0.719
C -0.3395 0.2371 2.0326 -0.480
O -0.8320 -0.6891 1.3406 -0.117
C 0.8791 0.9482 1.6159 -0.166
N 1.4258 0.5432 0.4449 0.174
H 3.9471 1.2982 -1.5998 0.072
H 2.3570 0.6855 -2.1135 0.033
H 3.4182 -0.3613 -1.2429 0.074
H 4.0022 2.6693 0.2832 0.104
H 3.0432 3.4350 2.4386 0.069
H -0.8440 2.0255 4.9274 0.087
S -0.6750 2.3557 -6.8737 0.391
C -0.6580 1.1498 -5.7226 -1.551
S -2.0645 0.5370 -4.9528 0.824
C -1.3290 -0.6016 -3.8213 -1.200
C 0.0166 -0.7330 -3.9502 -1.196
S 1.1536 -1.7261 -3.0955 0.476
S 0.7442 0.3583 -5.1370 0.848
S -2.4353 -1.2152 -2.6272 0.459
C -1.8684 4.3502 -0.5529 -0.056
C -0.9337 3.3477 0.1870 -0.125
N -1.0480 2.0466 -0.4387 -0.138
C -0.7408 2.1101 -1.8564 -0.118
C -1.8263 2.9262 -2.5945 -0.061
N -2.6955 3.5481 -1.5234 -0.089
C -3.4425 2.4664 -0.7894 -0.051
C -2.3859 1.4981 -0.2157 -0.139
H -1.3171 5.0871 -1.1357 0.127
H -2.5598 4.8671 0.1117 0.124
H -1.1977 3.2615 1.2417 0.128
H 0.0982 3.6973 0.1306 0.126
H -0.7080 1.1064 -2.2679 0.080
H 0.2448 2.5617 -1.9830 0.137
H -2.4689 2.2917 -3.2011 0.068
H -1.4271 3.7304 -3.2103 0.135
H -3.3656 4.1614 -1.9769 0.179
H -4.0952 1.9749 -1.5106 0.131
H -4.0452 2.9627 -0.0289 0.127
H -2.4533 0.5395 -0.7373 0.043
H -2.5382 1.3339 0.8504 0.113
```

Summary:
electronic energy	-235808.4137	eV
net charge	-1
M	782.736	g mol⁻¹